DFT (wB97M-V/def2-TZVPD) results for a molecular structure, C34H41BN12O2PbSe.

Summary:
Kohn-Sham gap: 0.175 Ha
E: -4746.3574 Ha
ΔE to the lowest compared entry with this formula, charge and spin: 9.7 kcal/mol

Geometry as ORCA input:
```
! RIJCOSX wB97M-V def2-TZVPD def2/J DEFGRID3
* xyz 2 1
Pb 0.16878 -0.01594 0.15177
C -2.65682 -4.01490 -0.83516
C -1.36089 -3.36297 -1.32686
C -0.87161 -4.02669 -2.61783
C -0.30321 -3.45409 -0.26721
C 0.23114 -4.62345 0.27844
C 1.15784 -4.19818 1.20291
N 1.17869 -2.85845 1.21257
N 0.27585 -2.38950 0.30367
B 2.09083 -1.99385 2.09722
N 1.25192 -1.09081 3.06598
C 1.40003 -1.12241 4.40554
C 0.44429 -0.31824 4.97242
C -0.28715 0.19476 3.88976
N 0.19876 -0.29269 2.74077
C -1.44245 1.14786 4.03267
C -1.75290 1.96389 2.78530
C -2.68088 0.38804 4.53208
N 3.07593 -1.14470 1.24092
C 4.41063 -1.17699 1.38879
C 4.97681 -0.33749 0.45804
C 3.89488 0.19082 -0.25690
N 2.74626 -0.31014 0.21634
C 4.02806 1.14576 -1.41244
C 4.50920 0.38152 -2.65528
C 2.77332 1.95696 -1.71236
H -3.45615 -3.87094 -1.56506
H -2.51913 -5.08824 -0.69687
H -2.97778 -3.59032 0.11830
H -1.55100 -2.31224 -1.52461
H -0.74082 -5.10004 -2.47295
H -1.59925 -3.88282 -3.41922
H 0.08523 -3.61060 -2.93981
H -0.02693 -5.63859 0.02823
H 1.80363 -4.76551 1.85336
H 2.75138 -2.71804 2.78131
H 2.18283 -1.70736 4.86080
H 0.28716 -0.11594 6.01908
H -1.16103 1.84460 4.82638
H -1.92663 1.33048 1.91293
H -2.64988 2.56236 2.94722
H -0.93598 2.64840 2.55468
H -3.02351 -0.33315 3.78604
H -2.46430 -0.15540 5.45067
H -3.49337 1.08696 4.73493
H 4.86957 -1.78417 2.15246
H 6.02330 -0.12900 0.30857
H 4.82473 1.84358 -1.14327
H 3.75608 -0.33770 -2.98609
H 4.70804 1.07554 -3.47306
H 5.42658 -0.16678 -2.44611
H 1.89641 1.32027 -1.84745
H 2.56346 2.66520 -0.90856
H 2.91110 2.53100 -2.62905
Se -5.67917 0.30122 -5.66595
N -5.74074 0.17095 -3.90237
C -4.50809 0.04492 -3.48570
C -4.13961 -0.10247 -2.08259
C -5.09548 -0.25249 -1.07594
C -4.68183 -0.44486 0.22045
C -3.31673 -0.42727 0.48708
N -2.39479 -0.24833 -0.45109
C -2.78645 -0.12746 -1.73765
C -1.74035 -0.13140 -2.78768
N -0.45320 -0.25660 -2.40071
C 0.48089 -0.43820 -3.32590
C 0.20877 -0.45853 -4.68995
C -1.08864 -0.26450 -5.09900
C -2.09080 -0.10857 -4.13926
C -3.49490 0.04258 -4.50258
N -3.91612 0.16718 -5.73382
H -6.14447 -0.22987 -1.34325
H -5.38759 -0.61116 1.02224
H -2.94820 -0.56623 1.49743
H 1.49299 -0.57584 -2.96168
H 1.00764 -0.62800 -5.39829
H -1.35993 -0.24362 -6.14700
C 0.81585 5.38337 0.59135
C 0.89753 3.90807 0.85535
N 0.19455 3.00635 0.28950
O -0.68571 3.50272 -0.61374
C 1.88044 3.43980 1.86910
C 2.78056 4.40697 2.62094
N 2.09139 2.23277 2.18206
O 2.57090 1.34105 2.72682
H 0.17808 5.56774 -0.26480
H 1.80224 5.80386 0.39312
H 0.38688 5.90508 1.44979
H -1.15811 2.73048 -0.95610
H 2.24645 5.34078 2.76864
H 3.68249 4.58434 2.03223
H 3.07223 3.99552 3.58503
*
```



DFT (wB97M-V/def2-TZVPD) results for a molecular structure, C34H41BN6NbPSi.

Summary:
Kohn-Sham gap: 0.205 Ha
E: -2360.8421 Ha
ΔE to the lowest compared entry with this formula, charge and spin: 0.0 kcal/mol

Geometry as ORCA input:
```
! RIJCOSX wB97M-V def2-TZVPD def2/J DEFGRID3
* xyz 2 1
Nb 11.12697 8.67988 11.86485
C 8.05925 7.02523 14.37544
C 9.16488 6.83366 13.51808
N 9.35834 7.93530 12.78570
N 8.21186 8.79895 12.97186
C 7.48551 8.20778 13.90615
B 8.00000 10.12038 12.25242
N 8.37184 9.78249 10.77771
C 7.56916 10.20151 9.80111
C 8.04317 9.81402 8.56262
C 9.22044 9.12353 8.83204
N 9.50608 9.17751 10.19252
N 9.22152 11.00519 12.74407
C 9.33873 12.22616 13.13385
C 10.64674 12.53814 13.57251
C 11.32517 11.37826 13.37208
N 10.53539 10.51012 12.76997
H 7.64803 6.35023 15.08938
H 9.83528 5.98353 13.46605
H 6.61581 8.77040 14.24755
H 6.89893 10.54435 12.45716
H 6.62340 10.71186 9.99486
H 7.61876 10.21633 7.60764
H 9.96781 8.74553 8.17273
H 8.43292 12.74827 13.04487
H 10.96422 13.52237 13.94700
H 12.42774 11.34451 13.39881
C 15.13059 7.44469 10.99997
C 15.90343 8.72450 10.78597
C 17.32188 8.86711 10.92761
C 17.87979 10.11245 10.69709
C 17.14434 11.16461 10.22068
C 15.79761 10.94910 9.81771
C 15.14575 9.86056 10.39964
P 13.19640 9.95138 10.53701
C 12.88946 11.73462 10.18672
C 11.94056 12.05250 9.22469
C 11.60209 13.35952 8.96264
C 12.11022 14.42318 9.73427
C 13.11894 14.14296 10.63830
C 13.47811 12.79415 10.92562
C 14.58976 12.66125 11.92950
C 12.81026 9.07427 8.96939
C 13.24401 9.61925 7.78440
C 13.11366 8.91600 6.58865
C 12.48244 7.69206 6.56585
C 12.07314 7.06110 7.73812
C 12.21126 7.77513 9.01746
C 11.56314 7.20400 10.19840
H 15.72870 6.75047 11.56108
H 14.80411 7.02250 10.06214
H 14.19521 7.62120 11.59466
H 17.87096 7.97207 11.23121
H 18.91592 10.31354 11.05192
H 17.60042 12.18527 10.13588
H 15.31008 11.76792 9.28272
H 11.41558 11.23724 8.60968
H 10.88894 13.60745 8.20652
H 11.72352 15.45778 9.65498
H 13.55917 14.97435 11.20800
H 14.38740 13.18219 12.89938
H 15.56836 13.06772 11.62178
H 14.81903 11.63396 12.23439
H 13.71044 10.58683 7.84713
H 13.56279 9.33813 5.70862
H 12.18414 7.25623 5.61520
H 11.55590 6.10256 7.64256
H 12.20154 6.42711 10.61730
H 10.54532 6.80052 9.87428
C 13.45585 6.68330 15.84961
Si 12.43305 8.15358 15.24610
C 13.32926 9.89580 15.41715
C 10.83027 8.59081 16.14480
C 12.12332 7.61414 13.43568
H 14.15923 7.02204 16.58778
H 13.97580 6.12747 15.00369
H 12.75543 5.88489 16.32877
H 12.52819 10.66022 15.58204
H 13.95312 10.07888 14.54694
H 13.96882 9.96887 16.29061
H 11.04240 9.09087 17.09878
H 10.15366 7.71593 16.23814
H 10.34590 9.46816 15.60094
H 11.75466 6.55285 13.41972
H 13.25839 7.69474 13.22071
*
```



DFT (wB97M-V/def2-TZVPD) results for a molecular structure, C34H41Cl3NOP3Tc.

Summary:
Kohn-Sham gap (spin up / spin down): 0.248 / 0.129 Ha
E: -3935.0814 Ha

Geometry as ORCA input:
```
! RIJCOSX wB97M-V def2-TZVPD def2/J DEFGRID3
* xyz 2 4
P 1.60024 -0.85671 -2.38599
C 1.86200 -0.51002 -4.17753
C 2.99566 0.12124 -4.71697
H 3.80090 0.46763 -4.06646
C 3.11378 0.28924 -6.10023
H 4.00864 0.77115 -6.50875
C 2.09845 -0.15737 -6.95172
H 2.19069 -0.01757 -8.03187
C 0.95953 -0.77966 -6.42047
H 0.16513 -1.13680 -7.08321
C 0.83594 -0.95040 -5.04301
H -0.04229 -1.44572 -4.62481
C 3.02335 0.07584 -1.67976
C 2.79847 1.44962 -1.43806
H 1.81989 1.87991 -1.66085
C 3.82861 2.24987 -0.95094
H 3.64821 3.31603 -0.77892
C 5.08704 1.69517 -0.68734
H 5.89113 2.32381 -0.29697
C 5.31286 0.33439 -0.91851
H 6.29496 -0.10568 -0.71771
C 4.28551 -0.47475 -1.41002
H 4.47859 -1.53403 -1.59505
C 2.27370 -2.57371 -2.30577
C 2.97422 -3.20443 -3.34864
H 3.13324 -2.69329 -4.29962
C 3.49306 -4.49102 -3.17033
H 4.04301 -4.96766 -3.98819
C 3.31127 -5.15944 -1.95508
H 3.71693 -6.16454 -1.81751
C 2.60109 -4.54285 -0.91474
H 2.46057 -5.05941 0.03986
C 2.07044 -3.26591 -1.09197
H 1.50489 -2.79395 -0.28433
Tc -3.12568 0.81777 0.88286
C -2.17801 0.98834 2.75593
C -0.83743 0.82145 2.83887
H -2.74652 1.20395 3.67202
C -0.10740 0.53940 1.55221
O 0.53005 -0.75516 1.65957
H 0.91001 -0.99941 0.78732
C -1.10704 0.51715 0.45832
H 0.64071 1.33158 1.37068
C -1.59852 0.20936 -0.67809
Cl -4.97270 1.42558 2.32241
Cl -4.57333 0.61013 -0.97915
P -3.14109 3.08309 0.43664
C -4.74271 3.96028 0.25150
H -5.27582 3.95290 1.20726
H -5.35068 3.43853 -0.49423
H -4.56240 4.99293 -0.07399
C -2.27445 4.14924 1.64105
H -1.25084 3.78288 1.77241
H -2.79362 4.09181 2.60386
H -2.25121 5.18823 1.28920
C -2.32975 3.49307 -1.14737
H -2.85513 2.96641 -1.95078
H -1.28944 3.15493 -1.11957
H -2.36794 4.57641 -1.31118
P 0.05010 0.85989 4.42400
C -0.99739 1.60950 5.65908
C 1.53854 1.81555 4.13612
H -1.90016 1.00292 5.80404
H -1.29364 2.61996 5.34906
H -0.44758 1.67059 6.60801
H 2.11699 1.36302 3.32042
H 2.14652 1.83488 5.04951
H 1.27037 2.84392 3.86036
C 0.41637 -0.84456 4.82783
H -0.52474 -1.37282 5.02722
H 1.06048 -0.88923 5.71526
H 0.90974 -1.31197 3.96666
H -1.50389 -0.09867 -1.71343
Cl -1.78734 -4.59244 2.13837
C -3.08511 -3.48792 1.93530
C -4.41045 -3.90332 2.01318
C -5.40262 -2.93617 1.81707
C -5.02653 -1.63020 1.53661
N -3.74065 -1.22829 1.45129
C -2.77405 -2.14864 1.66412
H -4.63763 -4.94550 2.21197
H -6.46168 -3.17484 1.86215
H -5.77526 -0.85085 1.37074
H -1.72914 -1.83462 1.59876
*
```



DFT (wB97M-V/def2-TZVPD) results for a molecular structure, C34H41ClN4OsP2.

Summary:
Kohn-Sham gap (spin up / spin down): 0.206 / 0.105 Ha
E: -2771.6855 Ha
ΔE to the lowest compared entry with this formula, charge and spin: 71.6 kcal/mol

Geometry as ORCA input:
```
! RIJCOSX wB97M-V def2-TZVPD def2/J DEFGRID3
* xyz 2 5
Os -0.15887 -1.52782 -3.37774
C -0.93357 3.04854 -1.21564
C -1.73017 2.39600 -2.09098
C -1.23437 2.26982 -3.47164
C -0.11785 1.13206 -3.59154
C 1.25955 1.46392 -3.00158
C 1.74170 2.49315 -2.25893
C 1.38069 3.92285 -2.08076
C -0.00689 4.22138 -1.45303
C 1.51741 -2.30269 -2.36233
H -1.46510 3.21582 -0.27735
H -2.68071 1.90176 -1.81456
H -0.82007 3.21672 -3.88105
H -2.11990 1.94669 -4.04532
H -0.65252 0.27800 -2.93577
H -0.10044 0.72966 -4.65834
H 1.81440 0.45623 -2.88480
H 2.56551 2.23091 -1.61093
H 1.45689 4.39148 -3.07638
H 2.15667 4.39451 -1.43740
H 0.16913 4.64254 -0.45164
H -0.40333 5.12135 -1.97398
H 1.73147 -1.71794 -1.42336
H 2.34507 -2.35835 -3.09420
H 1.23225 -3.34182 -2.05409
P 1.36455 -1.30481 -5.62172
P -2.41320 -0.60830 -5.93889
N 2.66387 -0.05570 -6.25449
N 1.93365 -2.48873 -7.01782
N -2.25952 0.93579 -7.03288
N -3.74809 -1.11892 -7.10565
C 0.18570 -0.51225 -6.76536
C -1.09469 -1.38210 -6.92122
C 3.89949 -0.06993 -5.63135
C 4.77972 0.74742 -6.33398
C 4.07914 1.25500 -7.46319
C 2.79165 0.71407 -7.41446
C 2.56116 -3.69356 -6.73604
C 2.84618 -4.36397 -7.93112
C 2.40804 -3.52402 -9.00073
C 1.90293 -2.35364 -8.41196
C -2.90939 2.08044 -6.56669
C -2.67533 3.12298 -7.46437
C -1.90557 2.59672 -8.56744
C -1.72802 1.22222 -8.30753
C -4.57055 -0.36722 -7.95160
C -5.47635 -1.21158 -8.59153
C -5.20241 -2.54121 -8.13444
C -4.11343 -2.45631 -7.27003
H 0.56324 -0.38485 -7.79737
H 0.00012 0.52323 -6.39568
H -1.37304 -1.42726 -8.00136
H -0.99157 -2.42052 -6.53128
H 4.07708 -0.66555 -4.75075
H 5.80690 0.93885 -6.06164
H 4.41774 1.91710 -8.24393
H 1.97141 0.83914 -8.11447
H 2.74947 -3.98164 -5.71126
H 3.30055 -5.33952 -8.01779
H 2.43492 -3.72802 -10.06946
H 1.52182 -1.44916 -8.89690
H -3.43188 2.07536 -5.60361
H -2.98712 4.14707 -7.27391
H -1.52525 3.10897 -9.45804
H -1.21961 0.41763 -8.85950
H -4.43653 0.69606 -8.07323
H -6.24775 -0.88143 -9.27498
H -5.75938 -3.43614 -8.39440
H -3.56980 -3.22608 -6.74978
Cl 0.11142 0.84641 -0.14835
C 0.03625 -0.62405 0.70392
C 0.43822 -0.68789 2.03955
C -0.13115 -1.68994 2.83357
C -0.89261 -2.69316 2.22710
C -1.05862 -2.73943 0.84375
C -0.58584 -1.68607 0.00590
C -0.70468 -1.74995 -1.49514
H 1.10569 0.09412 2.41453
H 0.04006 -1.62564 3.90192
H -1.38990 -3.42197 2.87550
H -1.54376 -3.61867 0.41566
H -1.39242 -2.59343 -1.59966
H -1.03396 -0.78093 -1.98716
*
```



DFT (wB97M-V/def2-TZVPD) results for a molecular structure, C34H42BrClLaN3O3PSSi.

Summary:
Kohn-Sham gap: 0.292 Ha
E: -5805.6834 Ha
ΔE to the lowest compared entry with this formula, charge and spin: 14.1 kcal/mol

Geometry as ORCA input:
```
! RIJCOSX wB97M-V def2-TZVPD def2/J DEFGRID3
* xyz 1 1
La -0.02398 0.58334 0.13512
C -3.40396 4.75302 2.47215
N -2.46765 3.65665 2.58710
C -2.12677 3.22200 3.92848
C -1.87755 3.07045 1.55327
O -1.09849 2.11852 1.68505
C -2.17002 3.56261 0.13172
O -1.12439 3.12090 -0.72192
C -0.04144 4.03469 -0.81227
C 1.14317 3.27974 -1.40778
O 1.08327 2.04531 -1.50757
N 2.19445 3.98888 -1.79390
C 3.35051 3.30600 -2.33391
C 2.23771 5.43434 -1.77645
H -3.99707 4.79570 3.38287
H -4.07946 4.60526 1.63147
H -2.88456 5.70816 2.35750
H -3.01613 2.87448 4.45346
H -1.67592 4.04571 4.48252
H -1.41023 2.40652 3.85257
H -2.29132 4.64849 0.06759
H -3.08028 3.05959 -0.21927
H 0.24149 4.40363 0.18388
H -0.32154 4.87919 -1.45583
H 3.25501 2.24311 -2.12539
H 4.25682 3.67495 -1.85711
H 3.41521 3.46132 -3.41152
H 1.90294 5.83315 -0.82025
H 1.62525 5.85544 -2.57807
H 3.26581 5.75012 -1.93098
C -5.89351 -0.16592 1.72133
Si -5.24809 -1.83782 1.05544
C -5.55076 -1.93641 -0.82295
C -6.24567 -3.27654 1.81093
C -3.43462 -1.95163 1.63983
C -3.04817 -2.74681 2.70001
C -1.73478 -2.71838 3.17094
C -0.82727 -1.90290 2.53604
N -1.14991 -1.12669 1.49338
C -2.44280 -1.12342 1.07670
S -2.79465 -0.00630 -0.17641
H -6.97421 -0.11083 1.64138
H -5.47997 0.65904 1.14938
H -5.63430 -0.00695 2.76413
H -6.62262 -1.95150 -1.00381
H -5.13520 -2.83753 -1.26470
H -5.14025 -1.08424 -1.35305
H -7.28447 -3.17169 1.51281
H -6.22694 -3.30120 2.89565
H -5.90760 -4.24316 1.44765
H -3.76766 -3.40233 3.16919
H -1.41831 -3.30947 4.01608
H 0.21198 -1.87228 2.84234
Cl -0.42719 -0.50666 -2.58962
C 0.74994 -1.59844 -3.24355
C 0.55460 -2.10749 -4.51891
C 1.49603 -2.96835 -5.05739
C 2.61748 -3.32903 -4.32530
C 2.80189 -2.82224 -3.05199
C 1.87567 -1.94092 -2.49418
P 2.14061 -1.23283 -0.81380
C 3.82237 -0.54448 -0.92450
C 4.35955 -0.07445 -2.11878
C 5.61605 0.51045 -2.12053
C 6.32967 0.63750 -0.93955
C 5.78331 0.20138 0.25810
C 4.52412 -0.37050 0.26915
C 2.38743 -2.79113 0.11714
C 1.21828 -3.39550 0.57554
C 1.26225 -4.53423 1.35756
C 2.48840 -5.10271 1.66094
C 3.65043 -4.54307 1.15627
C 3.61173 -3.38911 0.39442
H -0.32623 -1.83679 -5.08107
H 1.34968 -3.36340 -6.05005
H 3.34392 -4.00766 -4.74759
H 3.67982 -3.09414 -2.48291
H 3.80015 -0.17761 -3.03911
H 6.03440 0.86818 -3.05016
H 7.31501 1.07993 -0.95259
H 6.33307 0.31419 1.18142
H 4.08514 -0.67844 1.20789
H 0.26247 -2.95911 0.31241
H 0.33937 -4.96563 1.71896
H 2.54243 -5.98484 2.27890
H 4.60454 -5.00224 1.35795
H 4.53307 -2.95571 0.03203
Br 2.10944 1.66876 1.54806
*
```